(1)
{"formula": "C2H2O2S2", "method": "ωB97M-V/def2-TZVPD", "species": ["C", "C", "O", "O", "S", "S", "H", "H"], "coordinates": [[2.18, 0.01, 1.29], [0.85, 0.57, 1.04], [-3.01, -0.27, -1.07], [-0.90, -1.49, -1.48], [1.82, -0.09, -0.31], [-1.75, -0.40, -1.81], [-0.01, 0.02, 1.12], [0.83, 1.66, 1.23]], "lumo_energy_ev": -1.482, "energy_ha": -1024.1165, "gap_ev": 7.787, "max_force_ha_per_bohr": 0.0601, "e_homo_ev": -9.27, "de_lowest_kcal_mol": 91.68}

***

(2)
{"formula": "C2H2O3", "method": "ωB97M-V/def2-TZVPD", "species": ["C", "C", "O", "O", "O", "H", "H"], "coordinates": [[0.48, 0.84, 0.15], [-0.50, -0.24, 0.42], [0.59, 1.95, 0.66], [-0.43, -0.63, -0.97], [-0.90, -0.86, 1.43], [1.04, 0.62, -0.77], [-0.29, -1.69, -0.92]], "lumo_energy_ev": -1.070, "energy_ha": -303.0576, "smiles": "O=CC(=O)O", "gap_ev": 9.483, "max_force_ha_per_bohr": 0.1220, "e_homo_ev": -10.55, "de_lowest_kcal_mol": 45.68}

***

(3)
{"formula": "C2H2O3", "method": "ωB97M-V/def2-TZVPD", "species": ["C", "C", "H", "H", "O", "O", "O"], "coordinates": [[-0.38, 0.32, 0.43], [0.57, 0.26, -0.72], [0.54, -1.05, 0.73], [0.32, 1.29, -1.22], [-0.34, -0.87, 1.02], [-1.28, 1.07, 0.27], [1.38, -0.66, -1.02]], "lumo_energy_ev": -1.120, "energy_ha": -303.0782, "smiles": "O=CC(=O)O", "gap_ev": 9.943, "max_force_ha_per_bohr": 0.0974, "e_homo_ev": -11.06, "de_lowest_kcal_mol": 32.71}

***

(4)
{"formula": "C2H2O3S", "method": "ωB97M-V/def2-TZVPD", "species": ["C", "C", "O", "O", "O", "S", "H", "H"], "coordinates": [[1.41, -0.87, 0.13], [-1.46, 0.23, -0.38], [-0.31, 0.31, -0.69], [1.92, 0.19, 0.38], [1.19, -2.00, 0.06], [1.37, 1.77, 0.69], [-2.39, 0.77, -0.73], [-1.73, -0.40, 0.54]], "lumo_energy_ev": 0.095, "energy_ha": -701.1743, "gap_ev": 8.145, "max_force_ha_per_bohr": 0.0724, "e_homo_ev": -8.05, "de_lowest_kcal_mol": 104.24}

***

(5)
{"formula": "C2H2O3S", "method": "ωB97M-V/def2-TZVPD", "species": ["C", "C", "O", "O", "O", "S", "H", "H"], "coordinates": [[-0.89, -0.32, -1.65], [0.34, 0.58, 0.68], [-1.83, 0.28, -1.95], [0.07, -0.90, -1.38], [-0.75, 0.19, 0.75], [1.54, 0.00, 1.82], [0.69, 1.26, -0.07], [0.84, -1.10, 1.81]], "lumo_energy_ev": 0.565, "energy_ha": -701.3226, "smiles": "O=C=O.O=CS", "gap_ev": 10.813, "max_force_ha_per_bohr": 0.0716, "e_homo_ev": -10.25, "de_lowest_kcal_mol": 11.17}

***

(6)
{"formula": "C2H2O3S", "method": "ωB97M-V/def2-TZVPD", "species": ["C", "C", "O", "O", "O", "S", "H", "H"], "coordinates": [[-0.89, 0.53, 0.30], [-0.47, 0.05, 1.36], [1.40, -1.32, -0.10], [-0.26, -0.77, -1.79], [1.00, 1.03, -0.76], [0.63, -0.33, -0.77], [-1.27, 1.09, -0.54], [-0.13, -0.27, 2.32]], "lumo_energy_ev": -0.456, "energy_ha": -701.1618, "gap_ev": 10.854, "max_force_ha_per_bohr": 0.0756, "e_homo_ev": -11.31, "de_lowest_kcal_mol": 112.05}